No. 1
A 10-piece molecular cluster, C5H31N2O9 overall at a distorted geometry, computed with ωB97M-V/def2-TZVPD.

```
47
Properties=species:S:1:pos:R:3:forces:R:3
C -1.223 0.018 -1.046 0.53 1.37 -0.88
C -1.681 0.728 0.216 -0.58 0.28 -0.36
C -0.879 0.177 1.360 0.25 1.53 0.61
C -0.892 -1.094 1.770 -0.49 -0.02 -0.37
N -0.205 -1.569 2.870 0.23 0.29 0.18
C -0.123 1.210 2.178 0.71 -0.52 -0.66
N -1.529 0.782 -2.340 -0.64 0.45 0.89
H -1.615 -0.968 -1.177 -0.02 -0.43 -0.01
H -0.132 0.040 -1.115 -0.14 -0.42 0.62
H -2.763 0.694 0.474 0.50 -0.50 -1.03
H -1.499 1.805 0.059 0.35 -0.37 0.35
H -1.615 -1.761 1.311 0.25 -0.32 -0.02
H -0.058 -2.543 3.066 -0.29 0.04 -0.17
H 0.472 -0.951 3.288 0.04 -0.06 0.05
H -0.113 2.243 1.828 -0.53 -0.18 -0.41
H 0.930 0.920 2.066 -0.18 0.19 0.93
H -0.493 1.237 3.201 0.49 -0.22 0.31
H -2.530 0.740 -2.514 0.13 -0.30 -0.56
H -0.918 0.404 -3.073 -0.45 -0.54 -0.18
H -1.269 1.785 -2.293 0.20 0.04 0.39
H -3.391 -2.461 -3.022 -0.08 0.12 0.51
H -1.976 -2.225 -3.363 0.59 0.15 0.11
O -2.587 -2.080 -2.634 -0.60 -0.36 -0.79
H 2.107 2.693 -0.170 0.25 0.30 0.28
H 1.650 1.302 -0.452 -0.01 0.49 0.03
O 1.363 2.230 -0.548 -0.11 -0.29 -0.13
H -3.686 -0.009 3.261 -0.45 -0.29 -0.55
H -2.973 0.769 2.246 0.08 0.07 -0.21
O -3.683 0.123 2.293 -0.10 0.15 1.34
H 1.956 -4.305 0.460 -0.12 0.11 0.06
H 0.896 -3.276 0.957 0.20 -0.06 -0.06
O 1.744 -3.365 0.500 -0.07 0.08 -0.10
H 0.732 -1.144 -4.251 -0.18 0.11 0.11
H 0.913 -1.311 -2.727 -0.34 0.36 -0.29
O 0.278 -0.983 -3.413 0.43 -0.44 -0.20
H 0.575 3.124 -1.707 -0.19 0.02 -0.17
H -0.167 4.121 -2.746 0.14 -0.54 0.40
O -0.195 3.259 -2.297 -0.45 0.47 -0.59
H 2.963 -1.756 -1.850 -0.12 0.52 -0.24
H 1.958 -2.201 -0.860 -0.45 0.38 -0.08
O 2.117 -1.445 -1.486 0.61 -1.28 0.56
H 3.883 0.666 0.203 -0.67 -0.89 -0.13
H 2.623 -0.391 0.140 0.83 -0.19 -0.44
O 2.981 0.433 0.489 0.25 0.75 0.85
H 2.664 2.119 4.104 0.23 -0.47 -0.70
H 2.864 1.013 2.934 0.31 0.61 -0.19
O 2.526 1.205 3.809 -0.32 -0.20 0.95
```
Forces are in eV/Å.

Properties
- Energy: -995.55206 Ha
- Multiplicity: 1
- HOMO level: -10.326 eV
- ΔE to the lowest compared entry with this formula, charge and spin: 50.7 kcal per mole
- Orbital gap: 7.8 eV
- Lowest unoccupied orbital energy: -2.57 eV
- Net charge: +1



No. 2
A 2-piece molecular cluster, C4H14N3 overall at a distorted geometry, computed with ωB97M-V/def2-TZVPD.

```
21
Properties=species:S:1:pos:R:3:forces:R:3
C -1.850 2.245 0.481 1.81 -1.18 -0.25
C -1.443 0.806 1.107 -1.21 4.85 1.20
H -2.831 2.143 0.209 -2.71 0.01 -0.63
H -1.793 3.038 1.186 0.16 0.48 0.87
H -1.363 2.648 -0.448 0.20 -1.01 0.84
H -0.414 0.910 1.251 1.25 -0.40 0.75
H -2.022 0.696 2.056 0.67 -0.15 -0.82
H -1.651 0.096 0.417 -0.71 -2.44 -1.93
C 1.974 -0.061 0.732 0.22 -1.36 4.03
C 0.773 -1.376 -1.005 -0.47 2.39 -1.44
N 1.780 -0.513 -0.619 0.41 -1.64 -0.89
N 0.055 -2.118 -0.154 0.89 0.59 -0.29
N 0.294 -1.195 -2.292 -1.00 -1.19 0.55
H 2.599 -0.386 -1.286 -1.87 -0.08 1.13
H 0.391 -2.210 0.804 -0.37 0.02 -0.40
H -0.753 -2.662 -0.469 0.61 0.34 0.24
H 0.759 -0.942 -3.168 0.32 0.12 1.17
H -0.710 -1.376 -2.430 0.98 -0.27 0.08
H 2.819 0.588 0.763 0.70 0.39 -0.23
H 2.228 -0.860 1.632 -0.48 1.27 -2.61
H 1.158 0.530 1.232 0.60 -0.74 -1.36
```
Forces are in eV/Å.

Properties
- Energy: -324.79124 Ha
- Multiplicity: 1
- HOMO level: -14.299 eV
- ΔE to the lowest compared entry with this formula, charge and spin: 46.2 kcal per mole
- Orbital gap: 10.8 eV
- Lowest unoccupied orbital energy: -3.52 eV
- Net charge: +1



No. 3
A single C4H7NO2 molecule, computed with ωB97M-V/def2-TZVPD.

```
14
Properties=species:S:1:pos:R:3:forces:R:3
O -1.362 0.927 1.055 -0.15 -0.09 -0.06
C 0.022 0.807 0.923 0.20 0.18 -0.11
C 0.463 -1.552 0.881 -0.01 -0.31 -0.30
O -0.552 -1.647 -0.004 0.08 -0.14 0.05
C -0.408 -1.089 -1.277 0.17 0.28 -0.21
N 0.060 0.042 -1.541 -0.18 -0.37 0.20
C 0.488 0.997 -0.521 0.07 0.07 0.19
H -1.772 0.189 0.582 -0.02 0.10 0.15
H 0.500 1.551 1.564 -0.12 0.08 -0.08
H 1.376 -1.270 0.302 -0.16 -0.07 0.02
H 0.314 -0.174 1.460 0.12 0.37 -0.05
H -0.797 -1.756 -2.043 0.05 0.08 0.07
H 1.580 1.074 -0.580 -0.14 -0.03 0.08
H 0.090 1.968 -0.847 0.09 -0.15 0.07
```
Forces are in eV/Å.

Properties
- Energy: -361.68380 Ha
- Multiplicity: 1
- HOMO level: -8.874 eV
- ΔE to the lowest compared entry with this formula, charge and spin: 123.7 kcal per mole
- Orbital gap: 9.3 eV
- Lowest unoccupied orbital energy: 0.47 eV
- Net charge: 0



No. 4
C5H13N3O as an isolated structure at a distorted geometry, computed with ωB97M-V/def2-TZVPD.

```
22
Properties=species:S:1:pos:R:3:forces:R:3
C -0.933 0.144 0.115 1.52 -0.64 -2.68
C -0.390 1.554 0.051 -0.22 0.02 0.24
C -2.433 0.054 -0.054 0.20 0.00 -0.27
C -0.273 -0.674 -1.525 -2.75 1.37 0.65
N -0.498 -0.540 1.235 0.20 -0.33 1.13
H 0.484 -0.427 1.467 -0.30 -0.10 -0.03
H -0.800 -1.503 1.299 0.03 0.10 0.00
H 0.697 1.560 0.057 0.06 0.00 -0.06
H -0.734 2.112 0.925 -0.02 0.04 0.04
H -0.746 2.062 -0.841 0.04 0.01 -0.08
H -2.772 -0.981 -0.032 -0.02 -0.07 0.02
H -2.922 0.596 0.757 0.05 -0.02 0.06
H -2.736 0.493 -1.000 -0.08 0.03 -0.06
H -0.845 -0.058 -2.216 -0.56 0.03 -0.03
H -0.789 -1.635 -1.491 0.35 -0.24 -0.22
H 0.648 -0.660 -2.110 0.54 -0.21 0.80
N 2.268 -0.972 -0.248 -2.23 -0.78 -1.37
N 2.465 -0.330 0.981 -0.40 -0.42 0.21
C 3.030 0.640 1.403 -0.10 0.42 -0.24
O 3.477 1.573 1.954 0.06 -0.27 -0.02
H 2.673 -1.905 -0.155 -0.23 0.24 0.07
H 1.128 -1.103 -0.574 3.86 0.82 1.85
```
Forces are in eV/Å.

Properties
- Energy: -437.69556 Ha
- Multiplicity: 1
- HOMO level: -8.671 eV
- ΔE to the lowest compared entry with this formula, charge and spin: 99.5 kcal per mole
- Orbital gap: 9.4 eV
- Lowest unoccupied orbital energy: 0.74 eV
- Net charge: 0



No. 5
C17H37BCrNO4P2 as an isolated structure at a distorted geometry, computed with ωB97M-V/def2-TZVPD.

```
63
Properties=species:S:1:pos:R:3:forces:R:3
C -3.341 2.021 -2.294 -1.26 -0.42 0.63
C -2.153 1.332 -2.016 2.68 0.04 0.15
N -2.092 0.532 -0.895 -0.31 -0.62 0.03
C -3.195 0.206 -0.221 -0.56 -0.31 -0.56
C -4.437 0.607 -0.662 0.04 -0.79 1.45
C -4.477 1.565 -1.656 0.24 0.73 -1.33
C -0.965 1.439 -2.755 0.23 1.46 -0.23
P 0.513 0.571 -2.283 -1.01 -0.27 -0.49
Cr -0.441 -0.521 -0.451 1.67 1.17 0.51
P -1.353 -0.721 1.667 -0.16 -0.27 -0.74
C -3.026 -0.744 0.927 -0.04 -0.39 0.87
O 0.038 5.776 -1.010 0.00 -0.04 1.90
O 2.311 3.302 1.825 -2.32 -0.72 -0.87
H -3.340 2.824 -3.010 -0.17 -0.07 -0.28
H -5.313 0.187 -0.167 0.08 0.40 -0.23
H -5.437 1.897 -1.996 -0.41 0.47 0.00
C 0.543 -0.775 -3.555 0.57 0.35 0.22
C 2.097 1.508 -2.447 -0.26 -0.24 0.07
H -3.723 -0.563 1.733 -0.67 0.11 0.02
H -3.164 -1.779 0.619 -0.18 -0.11 -0.25
H -0.182 5.738 -1.933 -0.81 -0.28 -0.26
H -0.910 2.273 -3.466 -0.09 -0.50 -0.08
C -0.962 -2.386 2.191 -0.50 -0.47 0.95
C -1.530 0.296 3.149 0.22 0.35 0.40
H 0.287 0.565 0.606 -1.91 2.13 -1.07
H 2.263 2.802 0.952 0.02 0.89 1.69
H 1.338 3.390 2.112 2.32 -0.25 -0.81
H -0.693 5.521 -0.390 0.81 0.29 -1.65
H 1.210 -1.154 -0.358 0.46 -0.39 -0.12
H 0.940 0.287 1.041 2.68 -0.73 0.76
H 0.682 -0.260 -4.509 -0.08 -0.44 -0.20
H 1.309 -1.549 -3.385 -0.21 0.34 -0.12
H -0.461 -1.212 -3.485 0.28 0.05 -0.24
H 2.161 1.939 -3.452 0.04 0.08 0.21
H 2.147 2.286 -1.674 -0.13 -0.10 -0.35
H 2.956 0.837 -2.277 -0.45 0.09 -0.07
H -2.263 -0.172 3.828 0.29 0.17 -0.20
H -0.560 0.396 3.663 -0.36 -0.07 -0.15
H -1.881 1.306 2.882 0.11 -0.39 0.01
H -1.504 -2.607 3.118 0.20 -0.44 -0.08
H -1.279 -3.064 1.391 0.09 0.02 0.18
H 0.126 -2.471 2.326 -0.36 0.06 0.00
C 4.925 -0.522 1.886 -0.10 0.09 0.40
C 4.197 -1.170 0.706 0.27 0.09 0.42
C 5.248 -1.522 -0.317 0.11 -0.46 -0.29
O 3.246 -0.251 0.149 -0.68 0.00 -0.12
B 1.975 -0.686 0.607 -0.87 -0.27 0.15
O 2.121 -1.676 1.605 -0.04 -0.07 0.05
C 3.285 -2.370 1.157 0.29 0.20 -0.08
C 2.905 -3.278 -0.007 -0.03 -0.29 -0.30
C 3.808 -3.219 2.286 0.18 0.13 0.00
H 5.341 0.458 1.609 -0.14 -0.37 -0.10
H 5.748 -1.178 2.208 -0.18 0.26 -0.02
H 4.262 -0.360 2.745 0.05 -0.04 -0.23
H 5.836 -0.657 -0.631 -0.10 0.03 0.20
H 5.915 -2.248 0.154 0.17 0.02 -0.17
H 4.839 -1.984 -1.213 -0.14 0.02 -0.06
H 3.747 -3.926 -0.259 -0.07 -0.02 -0.09
H 2.059 -3.909 0.282 0.13 0.01 0.14
H 2.583 -2.752 -0.911 0.23 0.09 0.15
H 3.978 -2.620 3.182 0.07 -0.10 -0.07
H 3.057 -3.976 2.515 0.13 -0.10 0.03
H 4.736 -3.696 1.957 -0.06 -0.09 0.28
```
Forces are in eV/Å.

Properties
- Energy: -2777.59967 Ha
- Multiplicity: 4
- HOMO level (alpha / beta): -6.434 / -5.846 eV
- ΔE to the lowest compared entry with this formula, charge and spin: 41.8 kcal per mole
- Expectation value of S²: 4.0800
- Orbital gap (alpha / beta): 6.7 / 6.0 eV
- Lowest unoccupied orbital energy (alpha / beta): 0.23 / 0.13 eV
- Net charge: 0



No. 6
A 2-piece molecular cluster, C19H39F3NO4Si overall at a distorted geometry, computed with ωB97M-V/def2-TZVPD.

```
67
Properties=species:S:1:pos:R:3:forces:R:3
C 6.228 -2.628 1.717 0.06 0.17 -0.07
C 6.753 -1.155 1.534 -0.03 -0.97 -0.53
C 6.433 -0.565 0.113 -0.40 0.96 0.19
C 5.578 0.750 0.191 -0.41 -1.01 1.11
C 4.072 0.317 0.473 1.43 0.70 0.24
C 3.472 1.399 1.409 0.36 0.27 -1.22
N 2.073 1.122 1.934 0.13 0.38 -0.46
C 1.546 -0.239 1.670 -1.54 -1.12 0.55
C 0.209 -0.426 2.493 0.64 -0.96 0.45
O -0.333 0.784 3.001 0.84 0.04 -0.67
C -0.348 1.835 2.050 -0.29 1.28 -0.17
C -1.513 1.747 1.005 -0.32 -0.47 0.46
C -2.638 0.723 1.383 -0.30 0.90 -1.06
O -2.479 -0.448 0.566 -0.94 -0.39 1.17
Si -3.683 -1.663 0.846 0.17 -0.76 -0.44
C -2.771 -3.170 1.605 0.28 0.58 -0.52
C -4.395 -2.106 -0.881 0.80 0.67 0.87
C -5.073 -1.112 2.017 0.18 0.10 0.04
C 1.065 2.071 1.365 -1.48 -0.22 -0.45
H 6.998 -3.283 2.169 -0.44 0.37 -0.21
H 5.333 -2.682 2.371 0.43 0.07 -0.40
H 5.961 -3.055 0.730 0.14 0.10 0.57
H 6.345 -0.538 2.356 0.31 -0.03 -0.44
H 7.854 -1.195 1.618 -0.54 0.25 0.23
H 7.372 -0.309 -0.409 -0.43 -0.41 0.10
H 5.836 -1.290 -0.479 0.66 0.30 0.14
H 5.905 1.285 1.111 0.12 0.05 -0.81
H 5.674 1.395 -0.695 -0.08 -0.25 0.38
H 3.588 0.253 -0.516 -0.25 -0.09 0.65
H 4.157 -0.679 0.949 -0.42 0.55 -0.20
H 4.121 1.653 2.267 -0.32 -0.53 -0.33
H 3.398 2.331 0.811 0.00 -0.47 0.42
H 2.107 1.274 2.946 -0.26 -0.16 -0.08
H 2.222 -1.043 2.007 -0.01 0.69 -0.36
H 1.280 -0.370 0.605 0.69 0.39 0.42
H 0.460 -1.041 3.381 -0.28 0.46 -0.36
H -0.494 -1.029 1.887 0.10 0.59 0.13
H -0.528 2.762 2.632 0.00 -0.73 0.01
H -1.146 1.460 -0.003 -0.25 0.18 0.53
H -2.000 2.741 0.943 0.50 -0.45 -0.10
H -2.712 0.510 2.465 0.38 0.02 -0.45
H -3.605 1.196 1.095 0.54 -0.18 0.28
H -1.781 -3.236 1.097 -0.57 -0.11 0.28
H -2.578 -3.056 2.688 -0.21 -0.16 -0.44
H -3.323 -4.102 1.388 0.25 0.39 0.30
H -3.620 -1.802 -1.614 -0.53 -0.34 0.19
H -4.593 -3.188 -0.948 -0.15 0.53 -0.16
H -5.289 -1.474 -1.022 0.25 -0.55 -0.20
H -4.685 -0.856 3.023 -0.23 -0.04 -0.50
H -5.773 -1.964 2.159 0.39 0.45 -0.20
H -5.649 -0.252 1.618 0.27 -0.46 0.27
H 1.383 3.122 1.434 0.10 -0.56 0.28
H 0.918 1.835 0.291 0.65 0.01 0.53
C -3.491 2.089 -2.755 -0.23 0.17 -0.14
C -2.663 1.014 -3.427 0.17 0.22 0.63
O -3.338 0.497 -4.581 -0.06 -0.30 -0.27
C -3.259 1.251 -5.679 0.36 -0.02 0.90
O -2.682 2.290 -5.751 0.05 0.29 -0.41
C -3.976 0.570 -6.838 -0.65 -0.39 -0.90
F -5.176 0.111 -6.480 -0.14 0.01 0.36
F -3.273 -0.472 -7.291 0.37 -0.14 0.19
F -4.160 1.395 -7.859 0.18 0.38 0.07
H -4.487 1.713 -2.513 0.08 -0.09 0.07
H -3.012 2.422 -1.833 0.03 -0.03 -0.01
H -3.626 2.953 -3.406 0.13 -0.01 0.04
H -2.524 0.177 -2.741 -0.16 -0.17 -0.23
H -1.669 1.378 -3.694 -0.13 0.06 -0.22
```
Forces are in eV/Å.

Properties
- Energy: -1691.94980 Ha
- Multiplicity: 1
- HOMO level: -12.327 eV
- ΔE to the lowest compared entry with this formula, charge and spin: 27.2 kcal per mole
- Orbital gap: 9.6 eV
- Lowest unoccupied orbital energy: -2.76 eV
- Net charge: +1



No. 7
A 2-piece molecular cluster, Br2H4OSi2 overall at a distorted geometry, computed with ωB97M-V/def2-TZVPD.

```
9
Properties=species:S:1:pos:R:3:forces:R:3
Br -0.338 -0.842 1.896 -0.33 0.06 0.00
Si 1.008 0.784 1.252 0.76 -0.15 2.23
Br 2.986 -0.194 1.128 0.23 0.02 -0.21
H 1.113 1.738 2.406 -0.16 -0.34 -0.43
H 0.723 1.472 0.073 -0.50 0.45 -1.42
O -1.457 0.737 -1.302 -0.63 3.28 0.46
Si -1.455 -0.679 -1.695 1.06 -4.45 -0.88
H -0.387 -1.501 -0.952 -0.87 0.12 -0.77
H -2.192 -1.514 -2.807 0.45 1.00 1.02
```
Forces are in eV/Å.

Properties
- Energy: -5804.68512 Ha
- Multiplicity: 1
- HOMO level: -10.470 eV
- SMILES: Br[SiH2]Br.O=[SiH2]
- ΔE to the lowest compared entry with this formula, charge and spin: 73.4 kcal per mole
- Orbital gap: 10.0 eV
- Lowest unoccupied orbital energy: -0.49 eV
- Net charge: 0



No. 8
C17H18I2N4O3Ru as an isolated structure at a distorted geometry, computed with ωB97M-V/def2-TZVPD.

```
45
Properties=species:S:1:pos:R:3:forces:R:3
Ru 0.281 -0.347 -0.764 -2.00 0.50 0.14
I 4.971 3.704 2.025 0.00 0.00 -0.01
C 3.954 2.407 0.758 -0.04 -0.02 -0.03
C 4.171 1.040 0.850 -0.01 0.08 -0.01
C 3.483 0.169 0.015 0.01 -0.10 -0.08
I 3.780 -1.884 0.209 0.02 0.06 -0.04
C 2.594 0.658 -0.957 0.41 0.16 0.10
O 1.960 -0.148 -1.819 -0.20 -0.27 0.49
C 2.367 2.054 -1.003 -0.07 -0.13 -0.02
C 1.234 2.459 -1.886 0.02 -0.04 0.01
N 0.018 1.850 -1.279 0.33 -0.19 -0.06
C -1.145 1.843 -2.176 -0.03 -0.07 0.07
C -2.206 0.988 -1.547 0.16 0.06 -0.12
C -3.510 1.393 -1.361 -0.04 -0.06 -0.18
C -4.415 0.514 -0.782 0.01 -0.02 0.00
C -3.983 -0.753 -0.433 -0.02 -0.01 -0.06
C -2.655 -1.082 -0.622 0.01 -0.19 -0.16
N -1.771 -0.225 -1.149 0.15 0.30 0.68
C 3.031 2.914 -0.156 0.09 0.01 0.03
H 4.874 0.645 1.570 -0.01 0.01 0.02
H 1.346 2.013 -2.875 0.01 0.05 -0.01
H 1.139 3.542 -1.986 -0.02 0.00 0.03
H -0.201 2.362 -0.428 -0.05 -0.01 -0.01
H -0.813 1.360 -3.100 -0.08 0.07 -0.06
H -1.519 2.837 -2.426 0.02 0.02 0.07
H -3.813 2.381 -1.677 0.01 0.01 0.01
H -5.439 0.815 -0.612 -0.01 -0.01 -0.01
H -4.656 -1.483 -0.006 0.00 -0.01 0.00
H -2.280 -2.062 -0.362 0.03 0.05 0.08
H 2.835 3.978 -0.204 0.00 0.01 0.01
C -0.973 -1.941 3.019 0.13 0.05 0.09
C -0.383 -1.672 1.681 0.21 -0.31 -0.10
N -0.283 -0.461 1.176 -0.12 0.02 -0.75
O -1.004 0.530 1.844 0.12 0.14 -0.05
C 0.077 -2.729 0.831 -0.60 0.08 0.23
C 0.389 -4.127 1.238 -0.13 -0.04 -0.06
N 0.185 -2.300 -0.420 2.19 0.52 -0.41
O 0.587 -2.952 -1.388 -0.56 -0.67 0.07
H -1.798 -1.263 3.221 0.00 -0.01 0.00
H -0.221 -1.782 3.796 0.00 0.01 0.00
H -1.308 -2.973 3.078 0.00 0.00 0.01
H -0.343 1.188 2.103 0.01 -0.01 0.07
H 0.790 -4.147 2.250 0.02 -0.01 -0.01
H 1.133 -4.529 0.551 0.00 -0.01 0.02
H -0.483 -4.785 1.202 0.01 -0.01 -0.01
```
Forces are in eV/Å.

Properties
- Energy: -1793.29890 Ha
- Multiplicity: 2
- HOMO level (alpha / beta): -10.763 / -10.905 eV
- ΔE to the lowest compared entry with this formula, charge and spin: 20.6 kcal per mole
- Expectation value of S²: 0.7704
- Orbital gap (alpha / beta): 6.7 / 6.1 eV
- Lowest unoccupied orbital energy (alpha / beta): -4.11 / -4.84 eV
- Net charge: +1